Record 1
108
Properties=species:S:1:pos:R:3:mulliken_charge:R:1 method="wB97M-V/def2-TZVPD" lumo_ev=-0.484 gap_ha=0.2451 charge=0 relative_energy_kcal_mol=8.0
Ti -1.54 0.77 -1.53 0.487
O -3.77 1.32 -1.14 -0.467
S -3.84 1.78 -2.54 1.506
O -4.60 2.95 -2.89 -0.711
O -2.39 1.89 -2.96 -0.423
C -4.77 0.40 -3.34 -0.082
C -6.07 0.68 -3.76 -0.624
C -6.88 -0.28 -4.24 -0.505
C -6.46 -1.64 -4.26 -0.682
C -5.22 -1.93 -3.72 -0.494
C -4.38 -0.91 -3.29 -0.325
S -2.68 -1.42 -2.80 1.604
O -1.79 -0.44 -3.42 -0.551
O -2.60 -2.80 -3.21 -0.643
O -2.48 -1.20 -1.36 -0.584
H -6.44 1.73 -3.75 0.402
H -7.79 0.00 -4.69 0.425
H -7.06 -2.42 -4.71 0.414
H -4.78 -2.92 -3.68 0.515
C -1.22 5.81 11.39 -0.882
O -1.58 6.60 10.29 -0.446
C -1.42 6.04 9.07 0.970
C -1.66 6.82 7.97 -0.892
C -1.66 6.20 6.73 -0.401
C -1.35 4.86 6.56 -0.003
C -1.14 4.07 7.70 -1.044
C -1.16 4.65 8.93 -0.105
C -1.38 4.25 5.24 0.295
N -1.60 2.96 5.00 -0.797
C -1.48 2.82 3.65 1.380
C -1.23 4.01 3.02 0.037
N -1.19 4.95 4.05 -0.098
C -1.04 4.08 1.57 0.249
C -0.66 5.24 0.87 -0.711
C -0.66 5.18 -0.51 -1.353
C -1.10 4.03 -1.16 -0.588
N -1.35 2.90 -0.50 0.541
C -1.30 2.91 0.82 -0.008
C -1.57 1.63 1.51 -0.040
N -1.74 0.55 0.76 0.697
C -1.87 -0.62 1.38 -0.387
C -1.91 -0.74 2.76 -1.014
C -1.90 0.37 3.54 -0.818
C -1.67 1.61 2.92 0.076
H -1.06 6.47 12.24 0.254
H -0.31 5.27 11.22 0.380
H -1.99 5.09 11.68 0.342
H -1.93 7.82 8.13 0.489
H -1.92 6.83 5.90 0.321
H -0.99 3.00 7.55 0.457
H -1.03 4.01 9.83 0.283
H -0.96 5.92 4.00 0.221
H -0.33 6.11 1.42 0.456
H -0.31 6.08 -1.04 0.389
H -1.20 3.95 -2.23 0.909
H -1.95 -1.53 0.77 0.480
H -2.10 -1.74 3.18 0.418
H -1.91 0.33 4.61 0.569
C 1.23 2.32 -3.67 -1.149
C 2.10 1.51 -2.74 1.251
C 3.49 1.49 -2.94 -0.906
C 4.31 0.71 -2.11 -1.110
C 3.73 -0.03 -1.08 -0.801
C 2.37 0.03 -0.85 1.150
C 1.82 -0.69 0.35 -1.238
C 1.51 0.73 -1.73 -0.243
N 0.15 0.67 -1.63 0.493
H 1.82 2.89 -4.42 0.419
H 0.62 3.05 -3.14 -0.025
H 0.59 1.71 -4.29 0.259
H 3.92 2.15 -3.68 0.446
H 5.37 0.78 -2.20 0.460
H 4.38 -0.52 -0.37 0.541
H 2.56 -0.80 1.12 0.579
H 1.42 -1.68 0.13 0.098
H 0.97 -0.16 0.79 -0.133
C 5.59 -5.56 -4.18 -1.185
C 6.14 -4.65 -3.09 -0.468
C 5.20 -4.41 -1.91 -0.351
C 4.56 -2.99 -1.89 -1.101
N 3.82 -2.72 -3.09 0.127
C 2.46 -2.93 -3.21 -0.126
S 1.54 -1.93 -4.18 -0.309
N 1.95 -4.01 -2.54 0.324
C 0.56 -4.45 -2.54 -0.317
C 0.42 -5.71 -3.37 -0.768
C 1.21 -6.92 -2.83 0.152
C 0.76 -7.48 -1.48 -1.312
H 6.33 -5.71 -4.96 0.372
H 4.65 -5.18 -4.62 0.228
H 5.45 -6.56 -3.82 0.328
H 6.46 -3.68 -3.51 0.276
H 7.03 -5.14 -2.65 0.306
H 5.68 -4.56 -0.94 0.486
H 4.38 -5.15 -1.91 0.106
H 5.32 -2.28 -1.76 0.661
H 3.94 -2.91 -0.96 0.116
H 4.15 -1.87 -3.60 0.323
H 2.59 -4.64 -2.12 0.019
H -0.03 -3.64 -2.94 0.057
H 0.29 -4.71 -1.53 0.202
H 0.76 -5.47 -4.36 0.305
H -0.66 -5.94 -3.43 0.336
H 2.26 -6.61 -2.74 -0.123
H 1.25 -7.76 -3.55 0.347
H 0.72 -6.76 -0.69 0.304
H 1.45 -8.25 -1.09 0.366
H -0.23 -7.92 -1.54 0.340

---

Record 2
59
Properties=species:S:1:pos:R:3:mulliken_charge:R:1 method="wB97M-V/def2-TZVPD" lumo_ev="-7.718 / -7.314" gap_ha="0.2048 / 0.2197" charge=+2 relative_energy_kcal_mol=0.0 s_squared=0.764 multiplicity=2
V -0.17 -0.01 -0.23 0.768
C 3.79 1.09 1.05 -0.964
C 4.09 2.14 0.19 -0.641
C 3.25 2.41 -0.88 -0.701
C 2.12 1.65 -1.06 0.714
N 1.79 0.66 -0.18 0.664
C 2.62 0.39 0.84 -0.039
C 1.22 1.73 -2.23 0.356
C 1.34 2.59 -3.30 -0.825
C 0.46 2.44 -4.36 -0.894
C -0.48 1.42 -4.35 -0.717
C -0.52 0.59 -3.24 0.152
N 0.28 0.78 -2.20 0.193
C -1.31 -0.66 -3.09 0.872
C -2.16 -1.17 -4.04 -0.893
C -2.66 -2.45 -3.87 -0.478
C -2.25 -3.19 -2.77 -0.832
C -1.42 -2.59 -1.84 -0.684
N -0.98 -1.34 -1.96 0.256
H 4.43 0.82 1.87 0.482
H 4.99 2.73 0.34 0.495
H 3.49 3.20 -1.58 0.445
H 2.33 -0.42 1.49 0.435
H 2.11 3.35 -3.33 0.472
H 0.52 3.10 -5.22 0.486
H -1.13 1.26 -5.19 0.424
H -2.42 -0.58 -4.91 0.426
H -3.33 -2.88 -4.60 0.480
H -2.57 -4.21 -2.63 0.445
H -1.10 -3.12 -0.95 0.963
O 0.28 -2.75 4.54 -0.604
C -0.31 -3.57 3.66 0.453
C -0.52 -4.89 4.08 -0.703
C -1.16 -5.78 3.25 -0.344
C -1.61 -5.40 1.98 -0.980
C -1.37 -4.12 1.55 -0.473
C -0.70 -3.19 2.36 0.052
C -0.43 -1.85 1.89 1.155
O -0.43 -1.60 0.53 -0.373
N -0.19 -0.86 2.67 -1.088
N -0.10 0.30 1.90 0.378
C -0.10 1.40 2.56 -0.475
C -0.20 2.68 1.91 0.345
C 0.05 3.87 2.60 -0.856
C -0.11 5.09 1.97 -0.708
C -0.53 5.13 0.64 -0.586
C -0.80 3.96 -0.06 -0.325
C -0.62 2.76 0.59 0.849
O -0.84 1.58 -0.09 -0.465
H 0.22 -1.84 4.23 0.482
H -0.19 -5.17 5.07 0.464
H -1.33 -6.79 3.60 0.407
H -2.14 -6.10 1.36 0.426
H -1.74 -3.81 0.59 0.682
H -0.08 1.34 3.64 0.484
H 0.36 3.82 3.64 0.470
H 0.09 6.00 2.50 0.451
H -0.68 6.08 0.16 0.441
H -1.16 3.98 -1.08 0.576

---

Record 3
14
Properties=species:S:1:pos:R:3:mulliken_charge:R:1 method="wB97M-V/def2-TZVPD" lumo_ev=-1.173 gap_ha=0.4064 smiles="O=C1OC(=O)C(F)(F)C(F)(F)C1(F)F" charge=0
O -1.14 0.93 -2.50 -0.484
O 2.75 0.16 -0.48 -0.441
F -0.45 1.97 0.44 -0.242
F -2.36 1.11 0.04 -0.274
F 1.51 -0.43 1.89 -0.243
F 1.03 -2.18 0.66 -0.259
F -1.37 -1.47 0.26 -0.281
F -1.13 -0.31 1.99 -0.285
O 0.83 0.03 -1.65 -0.228
C -0.41 0.58 -1.54 0.422
C 1.54 -0.07 -0.50 0.179
C -0.99 0.86 -0.09 0.753
C 0.86 -0.76 0.73 1.021
C -0.65 -0.42 0.74 0.363

---

Record 4
77
Properties=species:S:1:pos:R:3:mulliken_charge:R:1 method="wB97M-V/def2-TZVPD" lumo_ev=-3.090 gap_ha=0.2671 charge=+1
C 0.99 -1.01 -1.96 -0.354
C 0.30 -1.72 -3.14 -0.688
C -0.98 -1.09 -3.71 -0.177
C -1.61 0.23 -3.13 0.598
C -2.90 0.95 -3.71 -0.900
N -4.22 0.35 -3.28 -0.009
C -4.19 -1.12 -2.97 -0.241
C -5.71 -1.65 -2.94 -0.501
O -6.67 -0.71 -2.42 -0.374
C -6.08 0.24 -1.50 -0.358
C -4.80 1.03 -2.07 -0.417
C -0.89 0.89 -1.92 -0.578
C 0.40 0.28 -1.34 -0.198
H 1.95 -1.44 -1.53 0.418
H 0.71 -2.69 -3.59 0.382
H -1.54 -1.57 -4.60 0.319
H -2.88 2.03 -3.36 0.430
H -2.84 0.88 -4.85 0.334
H -4.87 0.46 -4.09 0.420
H -3.68 -1.30 -1.97 0.149
H -3.66 -1.63 -3.86 0.155
H -6.01 -1.84 -4.04 0.380
H -5.70 -2.68 -2.44 0.334
H -6.90 1.04 -1.31 0.341
H -5.84 -0.19 -0.46 0.248
H -5.03 2.14 -2.24 0.440
H -3.98 0.95 -1.25 0.235
H -1.31 1.85 -1.46 0.275
H 0.94 0.79 -0.46 0.301
C -3.56 -3.19 1.03 -0.269
O -2.34 -3.86 0.79 -0.377
C -1.34 -3.01 0.22 -0.465
C -0.18 -2.82 1.20 -0.118
N -0.59 -2.01 2.35 -0.348
C 0.39 -1.99 3.44 -0.503
C 0.64 -3.32 4.17 -0.579
O -0.48 -3.79 4.92 -0.423
C -1.39 -4.58 4.17 -0.539
H -4.29 -3.93 1.37 0.338
H -3.44 -2.45 1.83 0.292
H -3.94 -2.71 0.13 -0.151
H -1.75 -2.05 -0.10 0.152
H -0.96 -3.52 -0.67 0.290
H 0.65 -2.33 0.69 0.239
H 0.15 -3.82 1.52 0.236
H -1.47 -2.37 2.71 0.101
H 0.02 -1.27 4.17 0.411
H 1.34 -1.61 3.06 0.227
H 1.43 -3.13 4.91 0.376
H 1.03 -4.10 3.51 0.357
H -0.91 -5.14 3.37 0.272
H -2.19 -3.95 3.77 0.169
H -1.86 -5.29 4.86 0.309
C 5.02 6.25 1.23 -0.731
O 5.07 5.46 0.04 -0.345
C 6.28 4.70 -0.07 -0.801
C 5.97 3.20 0.03 -0.181
N 5.56 2.84 1.39 -0.310
C 5.02 1.48 1.49 -1.093
C 3.70 1.20 0.77 -0.170
O 2.58 1.89 1.31 -0.404
C 2.39 3.20 0.78 -0.713
H 4.13 6.87 1.18 0.239
H 4.95 5.61 2.11 0.314
H 5.90 6.90 1.30 0.349
H 7.03 5.00 0.67 0.405
H 6.68 4.90 -1.06 0.394
H 6.86 2.63 -0.24 0.397
H 5.18 2.98 -0.69 0.148
H 4.85 3.49 1.71 0.100
H 4.87 1.29 2.56 0.385
H 5.78 0.77 1.16 0.468
H 3.48 0.13 0.91 0.307
H 3.77 1.34 -0.32 0.362
H 2.73 3.28 -0.26 0.344
H 2.89 3.94 1.40 0.260
H 1.32 3.42 0.81 0.316

---

Record 5
14
Properties=species:S:1:pos:R:3:mulliken_charge:R:1 method="wB97M-V/def2-TZVPD" lumo_ev=0.011 gap_ha=0.3331 charge=0 relative_energy_kcal_mol=118.6
C -2.40 -0.22 -0.19 -0.961
C -1.11 0.49 -0.08 0.623
N -0.42 1.43 -0.31 -0.641
O -0.16 -0.91 0.74 -0.490
C 1.10 -0.78 0.75 -0.420
C 2.02 0.62 -0.45 -0.027
O 3.12 0.80 0.03 -0.434
H -2.56 -0.82 0.71 0.299
H -3.21 0.50 -0.34 0.339
H -2.34 -0.89 -1.05 0.258
H 0.80 1.01 -0.03 0.405
H 1.62 -0.37 1.63 0.387
H 1.68 -1.50 0.15 0.330
H 1.85 0.64 -1.55 0.333

---

Record 6
19
Properties=species:S:1:pos:R:3:mulliken_charge:R:1 method="wB97M-V/def2-TZVPD" lumo_ev=1.092 gap_ha=0.3647 smiles="C=C/C=C(/C)CC" charge=0 relative_energy_kcal_mol=45.1
C 0.19 -0.16 2.34 -1.180
C -0.15 -0.71 0.93 -0.378
C 0.61 -0.15 -0.18 1.025
C 0.07 0.30 -1.31 -0.572
C -1.25 0.00 -1.93 -0.434
C -2.32 0.76 -1.70 -0.670
C 2.13 -0.10 -0.03 -1.595
H -0.44 -0.54 3.13 0.361
H 0.00 0.91 2.20 0.344
H 1.25 -0.26 2.62 0.262
H -0.21 -1.83 0.87 0.312
H -1.21 -0.41 0.88 0.207
H 0.67 0.87 -2.03 0.358
H -1.30 -0.80 -2.65 0.332
H -3.18 0.87 -2.37 0.264
H -2.45 1.43 -0.87 0.275
H 2.50 -0.31 -1.01 0.429
H 2.65 -0.72 0.71 0.333
H 2.43 0.85 0.41 0.328

---

Record 7
111
Properties=species:S:1:pos:R:3:mulliken_charge:R:1 method="wB97M-V/def2-TZVPD" lumo_ev="-5.884 / -5.890" gap_ha="0.1521 / 0.1518" charge=+1
Pd 0.13 -0.37 -0.79 -0.291
C 1.96 -1.23 3.74 -1.111
N 0.82 -1.08 2.84 0.878
P 0.86 -1.75 1.21 0.926
C 0.07 -3.39 1.37 0.654
C 0.29 -4.28 2.42 -0.424
C -0.29 -5.54 2.38 -0.835
C -1.07 -5.92 1.30 -0.855
C -1.31 -5.03 0.27 -0.728
C -0.76 -3.76 0.31 -0.350
C 2.63 -2.14 1.10 1.247
C 3.45 -1.05 0.83 -0.963
C 4.82 -1.21 0.78 -0.755
C 5.38 -2.45 1.02 -0.976
C 4.56 -3.54 1.28 -0.371
C 3.19 -3.39 1.31 -0.562
P -0.13 0.33 2.99 1.133
C -0.05 0.77 4.77 0.275
C -0.96 0.27 5.68 -0.353
C -0.93 0.73 6.99 -0.816
C -0.02 1.70 7.37 -0.529
C 0.89 2.20 6.45 -0.843
C 0.87 1.74 5.15 -0.110
C -1.79 -0.29 2.65 0.653
C -2.79 0.62 2.31 -1.070
C -4.07 0.17 2.05 -0.422
C -4.36 -1.19 2.12 -0.754
C -3.38 -2.08 2.50 -0.697
C -2.10 -1.64 2.77 -0.621
H 2.40 -2.21 3.61 0.392
H 1.61 -1.12 4.77 0.539
H 2.74 -0.48 3.56 0.312
H 0.89 -3.99 3.27 0.346
H -0.13 -6.22 3.21 0.483
H -1.50 -6.91 1.27 0.479
H -1.92 -5.32 -0.57 0.511
H -0.98 -3.04 -0.46 0.056
H 3.00 -0.08 0.65 0.346
H 5.45 -0.36 0.55 0.498
H 6.45 -2.59 0.98 0.404
H 5.00 -4.51 1.47 0.479
H 2.56 -4.26 1.48 0.357
H -1.68 -0.48 5.38 0.453
H -1.63 0.34 7.71 0.453
H -0.03 2.08 8.38 0.425
H 1.59 2.97 6.74 0.441
H 1.56 2.14 4.42 0.406
H -2.56 1.67 2.25 0.311
H -4.85 0.87 1.77 0.500
H -5.36 -1.54 1.89 0.453
H -3.61 -3.14 2.59 0.495
H -1.35 -2.34 3.10 0.892
Br -2.33 0.60 -0.94 -0.173
C -2.20 1.20 -2.78 0.993
C -3.33 1.65 -3.39 -0.618
C -3.28 2.03 -4.74 -0.802
C -2.10 1.97 -5.43 -0.969
C -0.92 1.51 -4.81 0.986
C 0.30 1.42 -5.51 -0.884
C 1.43 0.94 -4.91 -0.842
C 1.40 0.52 -3.56 0.002
C 0.24 0.64 -2.86 -0.766
C -0.95 1.11 -3.44 0.441
H -4.25 1.69 -2.84 0.474
H -4.18 2.37 -5.22 0.411
H -2.06 2.27 -6.47 0.420
H 0.33 1.73 -6.54 0.419
H 2.36 0.86 -5.46 0.518
H 2.31 0.13 -3.11 0.610
F 2.72 6.06 0.35 -0.283
C 2.11 4.89 0.50 0.536
C 2.41 3.83 -0.35 0.034
F 3.31 3.96 -1.32 -0.279
C 1.78 2.61 -0.17 -0.573
F 2.07 1.54 -0.96 -0.087
C 0.78 2.40 0.81 0.452
O 0.18 1.26 0.92 1.093
C 0.52 3.49 1.66 -0.202
F -0.37 3.29 2.65 -0.336
C 1.17 4.71 1.52 0.072
F 0.90 5.71 2.36 -0.289
O -0.86 -1.81 -2.45 -0.698
C 0.21 -2.41 -2.58 -1.404
N 0.52 -3.31 -3.54 0.180
C 1.74 -4.00 -3.18 2.687
C 2.27 -3.03 -2.05 -1.231
O 3.38 -3.09 -1.58 -0.719
N 1.26 -2.21 -1.74 1.796
C 2.77 -4.01 -4.27 -0.164
C 3.46 -5.16 -4.61 -0.202
C 4.43 -5.12 -5.60 -1.053
C 4.73 -3.93 -6.24 -0.590
C 4.06 -2.77 -5.88 -0.763
C 3.08 -2.80 -4.91 -0.141
C 1.39 -5.34 -2.56 -0.622
C 1.99 -5.78 -1.38 0.037
C 1.59 -6.96 -0.79 -0.674
C 0.61 -7.74 -1.38 -0.572
C 0.03 -7.33 -2.57 -0.930
C 0.41 -6.13 -3.15 -0.570
H -0.15 -3.63 -4.22 0.362
H 3.24 -6.09 -4.10 0.547
H 4.93 -6.03 -5.89 0.445
H 5.48 -3.91 -7.01 0.408
H 4.31 -1.84 -6.37 0.427
H 2.55 -1.90 -4.62 0.259
H 2.77 -5.19 -0.93 0.700
H 2.06 -7.29 0.12 0.489
H 0.32 -8.68 -0.93 0.471
H -0.72 -7.94 -3.04 0.411
H -0.05 -5.83 -4.08 0.393

---

Record 8
17
Properties=species:S:1:pos:R:3:mulliken_charge:R:1 method="wB97M-V/def2-TZVPD" lumo_ev="-4.141 / -9.127" gap_ha="0.3981 / 0.2146" charge=+1 relative_energy_kcal_mol=17.7 s_squared=0.753 multiplicity=2
C 1.80 0.02 -0.02 -0.533
C 2.60 -0.80 1.00 -0.983
H 1.10 -0.69 -0.45 0.111
H 1.33 0.90 0.42 0.199
H 2.48 0.40 -0.77 0.334
H 3.31 -1.46 0.50 0.308
H 2.01 -1.55 1.52 0.271
H 3.22 -0.23 1.67 0.327
C -1.86 0.21 -1.27 -1.220
C -2.36 0.89 -0.03 -0.225
S -1.67 0.20 1.51 0.272
H -0.79 0.32 -1.41 0.331
H -2.18 -0.79 -1.52 0.421
H -2.32 0.75 -2.11 0.343
H -3.44 0.78 0.09 0.416
H -2.08 1.94 -0.05 0.342
H -1.15 -0.90 0.92 0.283

---

Record 9
11
Properties=species:S:1:pos:R:3:mulliken_charge:R:1 method="wB97M-V/def2-TZVPD" lumo_ev="0.068 / -1.279" gap_ha="0.3700 / 0.2814" charge=0 relative_energy_kcal_mol=108.2
C -2.58 0.93 0.70 -0.856
C 0.54 -1.15 -0.63 -0.808
F 2.50 -0.36 1.22 -0.272
F 1.74 1.39 -0.39 -0.269
Si 2.05 -0.18 -0.31 0.695
H -2.57 0.14 1.41 0.288
H -1.72 1.56 0.58 0.291
H -3.45 1.08 0.09 0.283
H -0.03 -1.05 -1.54 0.372
H 0.26 -1.99 -0.02 0.379
H 3.25 -0.38 -1.11 -0.102

---

Record 10
21
Properties=species:S:1:pos:R:3:mulliken_charge:R:1 method="wB97M-V/def2-TZVPD" lumo_ev=3.336 gap_ha=0.2260 charge=-1 relative_energy_kcal_mol=176.0
N 1.93 0.63 -0.26 -0.547
C 0.58 0.23 -0.19 0.370
C -0.15 -0.50 -1.27 -0.418
C 0.57 -0.58 -2.63 -0.504
O 1.80 -1.16 -2.52 -0.914
C -0.50 0.85 0.56 -0.700
N -1.25 -0.33 1.12 -0.486
C -2.05 0.05 2.21 -0.832
H 2.10 1.62 -0.40 0.262
H 2.35 0.07 -1.03 0.404
H 0.33 -1.04 -0.49 0.279
H -1.19 -0.23 -1.42 0.338
H 1.41 -1.81 1.85 0.065
H 0.63 0.53 -2.96 0.078
H -0.05 -0.96 -3.47 0.343
H -0.21 1.64 1.40 0.299
H -1.14 1.47 -0.05 0.387
H 1.90 -1.34 1.81 -0.084
H -2.68 -0.79 2.59 0.299
H -2.73 1.05 1.97 0.167
H -1.63 0.58 3.17 0.194